Record 1
A structure of composition C31H28IN7O5S2V. Source: the Open Molecules 2025 dataset; level of theory: wB97M-V/def2-TZVPD.

Structure (ORCA input):
```
! wB97M-V def2-TZVPD RIJCOSX def2/J DEFGRID3
* xyz -2 2
V -0.25794 1.24151 0.47131
C -0.54597 -0.79775 3.52111
C -0.88261 -1.90688 2.56561
N -0.94897 -3.15770 3.05542
C -1.20035 -4.12152 2.16055
C -1.38592 -3.93356 0.80985
C -1.66164 -5.11776 -0.06297
O -3.01819 -5.19129 -0.52294
C -1.36202 -2.61016 0.26366
C -1.59638 -2.40869 -1.13164
N -1.78823 -1.23375 -1.72077
C -1.98105 -1.18410 -3.06122
C -1.64071 -2.20774 -3.97585
C -1.84783 -2.06702 -5.33709
C -2.40223 -0.90886 -5.86548
C -2.74553 0.12793 -4.99607
C -2.54182 -0.00808 -3.63973
I -2.99932 1.53085 -2.31674
C -1.09151 -1.59993 1.22989
O -0.97555 -0.31620 0.86197
H -0.44278 -1.21014 4.52342
H -1.31383 -0.02189 3.51546
H 0.39184 -0.30922 3.24029
H -1.24991 -5.13486 2.55606
H -1.49670 -6.03612 0.50252
H -0.98077 -5.12770 -0.92316
H -3.25288 -4.30437 -0.82221
H -1.65851 -3.31821 -1.73764
H -1.16894 -3.10514 -3.59445
H -1.54828 -2.87002 -6.00266
H -2.55107 -0.80053 -6.93249
H -3.16318 1.04970 -5.38105
O 1.54195 2.93193 4.08526
C 1.48547 4.19883 3.64962
C 1.66147 5.20849 4.60070
C 1.63283 6.53545 4.22501
C 1.42970 6.89068 2.89271
C 1.24205 5.89456 1.95355
C 1.26309 4.54694 2.30696
C 0.99839 3.49482 1.29086
O 1.10594 2.23598 1.63951
N 0.64991 3.88830 0.09859
N 0.42239 2.74454 -0.68099
C 0.64081 2.81946 -1.93507
C 0.79458 1.62289 -2.73318
C 0.87018 1.71486 -4.12926
C 1.23320 0.63810 -4.90256
C 1.57386 -0.56178 -4.25851
C 1.52818 -0.67895 -2.89206
C 1.10247 0.39876 -2.07873
O 1.02798 0.24967 -0.79119
H 1.41219 2.34619 3.29707
H 1.80899 4.91402 5.63170
H 1.76621 7.30460 4.97755
H 1.40073 7.93175 2.59816
H 1.05668 6.13446 0.91537
H 0.83941 3.80002 -2.36824
H 0.63208 2.66527 -4.59656
H 1.25955 0.71545 -5.98137
H 1.87688 -1.41833 -4.85127
H 1.78627 -1.60729 -2.39724
C 1.58845 -4.04444 2.66767
N 2.32695 -2.82018 2.89240
C 2.59250 -1.84406 1.99031
N 1.91042 -1.88073 0.83491
S 3.74983 -0.66498 2.34796
H 1.05996 -4.32323 3.57820
H 2.24841 -4.86321 2.36138
H 0.82264 -3.92008 1.90737
H 2.93968 -2.77225 3.68989
H 1.06646 -2.43371 0.79302
H 1.83352 -1.04034 0.26092
S -3.01705 4.50302 2.55983
C -2.21171 3.25495 1.88635
N -1.64473 2.34877 1.41044
*
```

## Properties
* E: -108731.772 eV
* expectation value of S²: 1.213
* energy above the lowest of the compared OMol25 structures with the same formula, charge and spin: 0.0 kcal/mol
* Kohn-Sham gap (alpha / beta): 4.835 / 3.972 eV

---

Record 2
A structure of composition C31H28N5Tc. Source: the Open Molecules 2025 dataset; level of theory: wB97M-V/def2-TZVPD.

Structure (ORCA input):
```
! wB97M-V def2-TZVPD RIJCOSX def2/J DEFGRID3
* xyz 1 4
Tc -0.67601 0.17393 0.35921
C -3.55372 4.06819 -1.57910
C -3.70315 3.76754 -0.23132
C -2.67088 3.16960 0.47145
C -1.46933 2.86161 -0.17323
C -1.31054 3.20240 -1.51747
C -2.34967 3.79680 -2.21471
N -0.45960 2.12714 0.49519
C 0.31345 2.60183 1.52710
C 0.43693 3.92648 1.95015
C 1.30279 4.22245 2.98443
C 2.05730 3.22446 3.61369
C 1.95125 1.91019 3.21587
C 1.06875 1.59865 2.17995
N 0.79893 0.34898 1.67727
N 1.48106 -0.73496 2.00013
C 1.29614 -1.67822 1.06734
C 1.81435 -2.99655 1.18343
C 1.37567 -4.10480 0.42716
C 0.60229 -4.18908 -0.70097
C 0.20379 -3.08653 -1.64903
N 0.53807 -1.32195 -0.00554
H -4.36983 4.51727 -2.12875
H -4.63328 3.99393 0.27354
H -2.78966 2.92802 1.52139
H -0.35896 3.01158 -1.99841
H -2.21796 4.05970 -3.25650
H -0.14194 4.69967 1.46095
H 1.40392 5.24920 3.31012
H 2.72455 3.49009 4.42211
H 2.51761 1.11741 3.68502
H 2.45832 -3.18269 2.03174
H 1.67480 -5.05848 0.84911
H 0.28621 -5.18074 -1.00628
H 0.51346 -3.42287 -2.65310
C -1.28567 -2.88810 -1.72073
C -1.97936 -1.73404 -1.77588
C -1.52626 -0.36723 -1.87690
C -0.25563 0.01309 -2.43282
C 0.88375 -0.69821 -2.28889
C 0.98664 -1.82493 -1.30537
H -1.85676 -3.81094 -1.71665
H -3.05800 -1.83023 -1.76833
H -2.32268 0.35661 -2.02866
H -0.22946 0.92245 -3.02321
H 1.78418 -0.39050 -2.80442
H 2.03715 -2.10880 -1.22692
C -3.85462 -2.57846 1.31369
C -3.75325 -1.62669 2.46304
C -4.63063 -1.70617 3.52359
C -4.54494 -0.82537 4.59462
C -3.54999 0.14392 4.62082
C -2.64480 0.27066 3.58781
C -1.53172 1.26577 3.67746
C -2.75298 -0.60843 2.46361
N -1.92492 -0.48982 1.41513
H -4.51396 -3.40836 1.56032
H -2.87137 -2.96463 1.04587
H -4.26414 -2.06931 0.43989
H -5.39718 -2.47058 3.51545
H -5.24346 -0.90487 5.41682
H -3.47374 0.81045 5.47059
H -1.68640 1.94266 4.51515
H -1.44238 1.85217 2.76456
H -0.58116 0.74995 3.83115
*
```

## Properties
* E: -42240.794 eV
* expectation value of S²: 3.952
* energy above the lowest of the compared OMol25 structures with the same formula, charge and spin: 6.5 kcal/mol
* Kohn-Sham gap (alpha / beta): 6.295 / 5.069 eV